{
  "formula": "C52H82BrN3O15S4",
  "method": "ωB97M-V/def2-TZVPD",
  "elements": ["C", "H", "O", "H", "O", "H", "C", "H", "H", "C", "C", "H", "N", "C", "H", "C", "O", "C", "C", "C", "S", "H", "H", "N", "H", "H", "H", "C", "C", "N", "C", "H", "C", "C", "C", "C", "H", "O", "H", "H", "H", "C", "C", "H", "H", "H", "S", "C", "H", "H", "C", "C", "H", "O", "H", "C", "O", "H", "C", "H", "H", "H", "C", "H", "H", "C", "H", "H", "C", "H", "H", "H", "H", "S", "C", "H", "H", "O", "H", "H", "H", "C", "H", "H", "H", "C", "C", "H", "H", "H", "H", "H", "O", "C", "H", "O", "C", "H", "H", "H", "H", "H", "C", "H", "C", "O", "C", "H", "C", "C", "H", "H", "H", "H", "O", "Br", "H", "H", "C", "C", "C", "C", "H", "H", "C", "C", "H", "H", "H", "O", "C", "C", "H", "C", "C", "C", "H", "H", "O", "C", "C", "C", "H", "H", "H", "H", "H", "O", "H", "H", "H", "S", "H", "C", "O", "H", "H"],
  "positions_angstrom": [[2.537554, 2.273125, 1.324468], [10.560331, -3.061455, -3.064807], [-7.915155, 7.620131, 0.537791], [-13.448208, 2.782865, 0.584634], [11.858099, -7.350390, 3.576172], [-13.066747, -2.462776, -2.266297], [-5.829968, -1.131005, -2.889175], [4.773500, -0.682461, -0.652323], [11.684511, -1.241936, -1.006988], [-10.353130, 0.734577, 1.647826], [-0.348626, 3.716716, -0.987799], [-12.809587, 0.574533, 2.076021], [-7.721062, 0.961951, 1.113087], [-4.224024, 6.374662, -2.756776], [-12.901624, -2.603426, -8.197645], [12.471665, -1.925839, 0.917114], [6.244238, -0.232379, -3.477392], [-12.226107, -1.765423, -2.319012], [-4.322916, 5.505644, 1.581286], [5.526197, 0.221478, -0.746024], [-7.834533, 8.037102, -0.965336], [12.493774, -5.429578, 4.068788], [13.753742, -6.301219, 6.118909], [0.864587, 2.884733, -0.683131], [-5.358187, 6.096281, 1.649617], [11.656285, -1.909423, 3.426262], [-3.977752, 7.252762, 0.083109], [12.457148, -1.904256, -0.612080], [10.495921, -6.856526, 6.298254], [-0.869444, 4.742821, 1.484392], [-6.768321, -1.957106, -1.823496], [1.917676, 2.134130, 4.043451], [0.875685, 2.976534, 5.888266], [12.851035, -6.776281, 5.716832], [-7.376175, -1.188015, -0.503758], [-5.642349, 6.297784, -1.941681], [11.234702, -4.879798, -1.388152], [-8.221211, 9.729236, -1.006274], [-0.241041, 3.046463, -3.357433], [8.596600, -0.284264, -2.148864], [-11.394142, -2.185161, -1.743019], [3.400414, 1.800186, -0.028636], [11.392010, -6.825501, 2.343120], [-4.882593, 1.039184, -3.372638], [6.478818, 2.316564, -3.802266], [-6.473558, 5.839045, -2.664628], [5.501005, 0.789113, -2.530891], [-1.217418, 4.640019, 0.029429], [11.924764, -11.063727, 6.522893], [-7.046915, -3.107225, -1.954492], [4.955439, 1.368714, 0.327755], [-2.527749, 5.509931, -0.526846], [-7.772888, 10.077590, -1.856064], [11.063738, -9.218479, 6.324094], [1.818351, 3.668074, 6.127673], [0.856501, 2.638387, 4.251800], [11.144337, -2.079686, 1.423527], [10.862816, -5.880622, 2.508255], [1.176160, 3.076033, 0.776328], [12.861957, -0.975201, 1.296044], [-3.872042, 7.502639, -2.819132], [10.885661, -8.063287, 8.047886], [-3.364713, 6.377859, 0.581556], [-2.440747, 4.555047, -4.312731], [-8.623415, 3.461279, -0.532053], [-7.108920, 0.426689, -0.159360], [11.591256, -3.583676, 2.776128], [-9.623349, -3.501445, -7.273276], [-2.117398, 4.570996, -3.163789], [8.170409, -1.711031, -3.123772], [2.856148, 0.929636, -0.622289], [10.234443, -6.975531, 5.245018], [-5.611193, 5.704191, -0.934253], [-6.486148, 3.681008, 1.646397], [11.131876, -2.589560, 2.747551], [12.940992, -7.845440, 5.917813], [-0.023578, 4.727553, 4.042720], [4.046538, 0.891744, -3.129693], [-10.758201, -1.070307, -6.004133], [-9.417028, -0.111228, -5.398289], [-11.158625, 0.302520, -3.832385], [-9.478757, 2.878686, 0.024440], [13.769020, -6.644061, 3.765480], [-0.091316, 3.529943, 6.252722], [-11.992963, -4.098331, -8.525275], [-10.756909, -0.716355, -3.844453], [-5.563661, 0.488335, -2.585388], [-4.407361, 6.044984, -3.889493], [-11.187021, -2.497637, -8.637610], [13.420202, -1.506845, -0.953872], [9.369823, -8.470229, 7.192705], [-2.554733, 6.914716, 1.274270], [9.530629, -2.015681, -1.587069], [-4.691983, 3.995387, 1.067106], [-10.498519, -4.868917, -6.525746], [-8.961093, 7.346685, -1.819713], [0.355702, 3.959792, 1.870852], [-5.348143, 8.497916, -1.074356], [13.111393, -2.744392, 1.264999], [-8.990234, -4.095068, -4.860995], [-10.541621, -3.459958, -4.337561], [9.760226, -6.172115, 6.732899], [-6.123169, 7.882141, -1.712583], [2.232930, 1.313089, 1.963801], [11.071239, -3.833055, -1.112121], [11.761336, -6.199524, 6.449688], [-10.338388, -3.785862, -6.492645], [9.231709, -3.929861, -2.243020], [-0.853171, 3.704735, -2.582969], [-12.310669, 2.490915, 0.656125], [12.225299, -6.677567, 1.648868], [10.689907, -3.830987, -0.089173], [5.667883, 2.307833, 0.162942], [5.077092, 0.922894, 1.419602], [-9.159723, -2.098443, -5.125884], [2.511133, 5.176971, 3.702824], [3.494483, 2.692520, -0.816107], [6.632661, -0.110688, -0.502123], [-9.094836, 1.556235, 0.912851], [8.987728, -1.194129, -2.611311], [-6.206765, 1.256373, -1.246617], [12.786487, -6.474616, 4.218852], [-10.040941, -0.833086, -3.023436], [9.766390, -0.912839, -3.324069], [0.806540, 4.082713, 3.476542], [11.440877, -10.310977, 7.150517], [-12.533648, -0.803802, -1.895994], [10.091300, -2.682582, 3.070510], [-3.994391, 3.149028, 1.527127], [-11.855625, -1.615146, -3.680381], [-11.082773, 3.335034, -0.095855], [-10.052372, -0.976941, -5.176682], [-6.013217, 2.398434, -1.081124], [-11.930507, 1.167394, 1.545896], [10.067072, -3.235675, -2.101532], [-11.928902, -3.092160, -8.099447], [1.067559, 1.965527, 6.466865], [-11.441379, 4.271220, -0.729554], [12.362570, -3.214513, -1.187799], [-9.785093, -3.388695, -5.121415], [-6.789744, 1.852548, 1.898589], [10.418169, -8.180427, 7.063362], [10.689095, -7.541451, 1.908284], [-8.038438, -1.805590, 0.240178], [10.559450, -10.756138, 7.622463], [-3.933814, 5.461452, 2.709067], [-4.724124, 3.853203, -0.094200], [6.290084, 2.300014, -2.798087], [12.154440, -9.982995, 7.909936], [-5.363376, -1.673949, -3.827607], [0.015205, 1.882782, 3.949252], [-5.935707, 1.105434, 3.202440], [-6.167038, 8.430874, -2.771352], [-2.989295, 5.522491, -2.099523], [-11.601003, -3.156874, -6.718485], [-10.099285, -0.241714, 2.263053], [3.265977, 2.964711, 1.924328]],
  "atomic_forces_ev_per_a": [[0.054, -0.213, -1.816], [0.035, -0.037, 0.032], [1.260, 1.915, -5.696], [2.683, -0.414, -0.015], [-0.139, 0.342, -0.017], [0.100, 0.127, -0.131], [-1.859, 2.161, 3.816], [1.668, 1.733, -0.968], [-0.139, -0.082, 0.230], [-0.978, 2.296, -1.560], [-1.229, 0.612, -1.562], [2.311, 1.270, -1.202], [-0.049, 2.146, -1.760], [0.671, 0.194, 0.164], [0.126, -0.097, 0.125], [-0.627, 0.205, -0.291], [-1.652, 3.632, 4.283], [-0.022, 0.005, -0.374], [-1.364, 0.081, 0.371], [-0.118, 0.404, 2.144], [-5.709, -2.400, 2.605], [0.010, 0.020, 0.059], [-0.181, 0.058, -0.064], [-3.427, 4.318, 5.796], [2.146, -1.204, -0.151], [0.052, -0.100, 0.107], [1.270, -2.026, 0.787], [0.298, -0.337, 0.142], [0.192, -0.031, 0.444], [3.796, -3.360, -3.075], [0.524, 4.031, 0.948], [-2.438, 1.026, 0.300], [0.804, -0.297, -0.349], [-0.086, 0.459, -0.072], [1.986, 1.701, -2.234], [-1.109, 0.783, -0.783], [0.070, 0.124, -0.082], [2.362, -1.938, -1.746], [-1.391, 1.525, 1.974], [0.057, -0.209, -0.025], [0.008, 0.121, 0.118], [0.265, 0.061, -0.479], [0.077, -0.269, 0.283], [-1.603, -0.976, 1.979], [-0.520, -0.469, 2.036], [1.843, 0.819, 1.801], [-2.645, -2.954, -8.217], [0.432, -0.524, -0.495], [-0.123, 0.162, 0.004], [0.778, 2.870, 0.216], [0.452, 0.228, -0.863], [0.101, -0.698, -2.749], [-1.133, -0.627, 1.738], [0.214, 0.017, 0.324], [-2.154, -1.464, -0.641], [1.820, 0.590, 1.098], [0.149, -0.306, 0.119], [0.061, 0.076, -0.107], [-0.525, 0.123, -0.668], [0.231, 0.019, -0.018], [-0.669, -2.227, 0.197], [-0.007, 0.062, -0.019], [1.364, 0.240, 0.350], [0.959, -0.090, 2.865], [-2.058, -1.189, 1.251], [1.734, -2.555, -4.087], [0.100, 0.052, 0.111], [0.037, 0.009, 0.049], [2.027, -0.558, 4.270], [0.078, 0.179, -0.054], [1.103, 1.832, 1.421], [0.114, -0.252, 0.042], [0.011, 1.286, -1.991], [-0.119, -0.736, -0.540], [-0.120, 0.193, -0.350], [-0.153, -0.017, -0.239], [1.850, -1.302, -1.653], [4.909, 0.456, 3.525], [-0.160, -0.113, 0.190], [0.011, -0.159, 0.141], [0.173, 0.162, 0.039], [-2.895, -2.327, 1.807], [0.154, 0.174, 0.044], [1.813, -1.257, -0.733], [0.046, 0.013, -0.143], [-0.373, -0.289, -0.449], [-2.065, -2.761, 2.148], [0.586, 0.506, 2.640], [0.087, -0.052, -0.152], [-0.069, -0.170, 0.083], [-0.113, 0.126, 0.167], [-1.714, -1.197, -1.587], [0.306, 0.035, -0.172], [0.727, -1.045, 0.100], [0.197, -0.132, -0.027], [5.046, 2.628, 2.465], [-1.829, 0.932, -2.768], [-1.797, -1.287, -0.923], [0.023, -0.015, -0.045], [0.026, 0.107, -0.112], [-0.173, 0.073, -0.209], [0.146, -0.039, 0.072], [1.205, 0.234, -0.985], [0.629, 2.222, -1.422], [0.135, 0.107, -0.476], [-0.053, -0.388, -0.305], [-0.519, 0.214, 0.480], [0.055, -0.186, -0.147], [-2.420, 2.183, 0.347], [4.384, -1.605, 0.585], [-0.043, 0.122, -0.088], [-0.126, 0.228, -0.079], [-1.575, -1.954, 0.801], [-0.186, 0.920, -2.371], [-0.476, -0.135, -0.044], [-1.221, -0.977, -0.302], [-0.470, -1.917, 1.891], [-2.283, 0.719, -0.687], [-4.985, 1.125, -0.382], [-0.026, -0.340, 0.314], [-0.683, -3.743, -0.510], [-0.208, -0.715, 0.153], [0.062, 0.026, -0.027], [0.023, 0.014, -0.166], [-2.440, -0.663, -0.676], [-0.156, 0.225, -0.420], [0.064, -0.015, 0.154], [0.133, 0.087, -0.121], [-1.443, 1.961, -0.978], [0.200, -0.138, 0.216], [0.099, -3.012, 2.048], [0.271, 0.028, 0.393], [-0.369, -2.472, -0.392], [3.096, 2.624, -2.291], [-0.122, 0.246, 0.719], [-0.083, -0.041, 0.519], [-0.689, 2.115, -1.077], [1.222, -2.183, 1.473], [-0.369, 0.239, 0.255], [0.265, 0.176, -0.384], [1.894, -1.919, 1.954], [0.092, -0.085, -0.724], [0.166, 0.033, 0.132], [1.447, 1.407, -1.564], [0.051, -0.046, 0.131], [-0.607, -0.004, -2.726], [0.377, 0.544, 2.224], [-0.745, -2.021, -0.116], [-0.017, -0.033, 0.177], [-1.106, 1.380, 2.184], [1.432, 1.793, 0.458], [-1.804, 1.518, -2.966], [-0.148, -1.307, 2.222], [3.076, -2.422, 1.642], [0.211, 0.135, -0.313], [-0.416, 2.310, -1.411], [-1.794, -1.133, -0.885]],
  "mulliken_charge": [-0.2531, 0.3357, -0.5767, 0.2943, -0.3170, 0.2469, -0.4232, 0.3569, 0.1150, -0.2823, 0.1221, 0.2747, 0.3017, -0.5249, 0.2306, -0.5818, -0.5713, -0.7312, -0.6038, -0.5275, 1.1594, -0.0189, 0.4287, -0.3477, 0.3175, 0.3798, -0.1501, -0.3211, -0.3360, -0.2595, -0.3244, 0.1489, -0.9984, -0.5043, -0.3270, 0.0121, 0.3945, -0.4953, 0.3268, 0.0746, 0.2939, -0.5973, -0.7642, 0.2886, 0.3674, 0.4919, 1.0252, 0.0742, 0.2313, 0.2659, -0.6231, 0.4386, 0.3643, -0.2554, 0.2609, -0.1716, -0.2640, 0.2612, 0.6093, 0.4252, 0.3593, 0.3492, -0.4720, 0.2016, 0.2553, 0.2517, -0.1374, 0.3518, -0.9429, 0.4089, 0.2936, 0.1587, -0.1400, 0.0577, -0.3158, 0.1719, 0.4270, -0.5571, 0.1698, 0.4050, 0.4351, 0.0158, 0.4648, 0.2916, 0.3200, -0.4103, -0.5930, 0.2772, 0.3278, 0.3885, 0.4239, 0.4129, -0.2339, -0.1613, 0.4228, -0.5828, -0.1365, 0.3982, 0.3164, 0.3935, 0.1844, 0.3914, -1.0224, 0.2000, -0.2684, -0.4780, -0.6332, 0.4207, -0.4700, -0.3530, 0.3299, 0.1332, 0.2964, 0.3408, -0.4273, -0.1132, 0.3138, 0.3166, 0.0995, -0.7637, 0.2750, -0.2103, 0.2351, 0.3683, -0.5791, -0.7739, 0.3163, 0.2563, 0.4465, -0.2900, -0.5648, -0.4505, -0.0599, -0.4000, -0.6245, -0.7775, 0.3226, 0.2815, -0.4834, -0.3533, -0.2038, -0.5961, 0.3612, 0.2973, 0.3200, 0.2924, -0.1137, -0.5051, 0.3273, 0.2845, 0.3442, -0.1487, 0.4686, 0.3804, -0.2548, 0.2796, 0.2008],
  "e_tot_ha": -7488.68927,
  "e_homo_ev": -8.18,
  "homo_lumo_gap_ev": 6.69,
  "multiplicity": 1,
  "charge": 0,
  "smiles": "CC[C@@H](Br)c1nc2c(CCCSC(=S)N(c3ccccc3)c3ccccc3)c(CCCS(=O)(=O)O)ccc2nc1CCCCS(=O)(=O)O.COCCOCCOC.COCCOCCOC.COCCOCCOC"
}